Entry 1:
Entry from OMol25: 2 unconnected molecules or ions with the total composition C5H14N2 (wB97M-V/def2-TZVPD).

The calculation puts the largest force on an atom at 0.408 eV/Å. As for the charge: 0. As for the gap between HOMO and LUMO: 0.27451 Eh. The calculation puts the relative energy (zero: lowest compared OMol25 entry of this formula, charge and spin) at 83.2 kcal/mol.

CARTESIAN COORDINATES (ANGSTROEM)
C: -1.204 0.683 -1.149
C: -1.980 0.312 -0.009
N: -0.724 -0.288 -2.066
H: -0.984 -1.236 -1.827
H: -0.925 -0.089 -3.036
H: -1.292 1.680 -1.564
H: 0.078 0.978 -0.288
H: -2.613 1.102 0.389
H: -1.173 0.086 0.904
H: -2.506 -0.642 -0.077
C: 2.085 0.179 -0.255
N: 0.401 -1.545 1.386
C: 0.266 -0.130 1.517
C: 0.931 0.725 0.581
H: -0.041 -2.056 2.136
H: 1.358 -1.864 1.278
H: 0.046 0.261 2.508
H: 1.141 1.710 1.001
H: 2.452 0.940 -0.946
H: 1.761 -0.671 -0.856
H: 2.924 -0.134 0.375

These are the Mulliken partial charges, in e, on atoms 1 to 2: -0.23, -0.94

Entry 2:
Entry from OMol25: 3 unconnected molecules or ions with the total composition C28H50BrO9P at a distorted geometry (wB97M-V/def2-TZVPD).

The calculation puts the largest force on an atom at 10.048 eV/Å. As for the charge: 0. As for the gap between HOMO and LUMO: 0.31439 Eh.

CARTESIAN COORDINATES (ANGSTROEM)
C: 4.969 3.219 -1.021
C: 5.372 3.802 -2.503
C: 5.228 2.714 -3.729
C: 5.664 1.181 -3.341
C: 7.185 1.069 -2.670
C: 7.734 -0.511 -2.641
C: 8.580 -0.706 -1.251
C: 7.657 -1.283 0.015
C: 6.230 -0.495 0.192
C: 5.254 -1.102 1.376
C: 3.695 -0.752 0.882
C: 2.947 -2.014 0.149
C: 3.098 -2.058 -1.483
C: 1.692 -1.887 -2.315
C: 0.508 -2.945 -1.893
C: -0.753 -2.236 -1.068
C: -1.409 -0.949 -1.864
O: -1.719 -1.399 -3.241
C: -2.995 -2.159 -3.028
O: -3.441 -3.094 -3.902
O: -3.641 -1.727 -1.747
C: -2.890 -0.527 -1.258
Br: -2.667 -0.345 0.762
P: -3.872 0.892 -2.098
C: -2.736 1.955 -3.238
C: -4.506 2.156 -0.776
C: -5.636 1.532 0.240
H: 4.314 2.248 -1.040
H: 4.317 4.061 -0.487
H: 5.936 3.096 -0.374
H: 4.666 4.719 -2.731
H: 6.464 4.220 -2.448
H: 4.135 2.777 -4.195
H: 5.961 3.073 -4.593
H: 5.740 0.585 -4.368
H: 4.849 0.602 -2.690
H: 7.172 1.476 -1.553
H: 7.927 1.651 -3.363
H: 8.302 -0.815 -3.618
H: 6.736 -1.166 -2.628
H: 9.508 -1.383 -1.485
H: 8.974 0.352 -0.891
H: 8.303 -1.032 0.988
H: 7.537 -2.464 -0.080
H: 5.621 -0.638 -0.825
H: 6.379 0.661 0.318
H: 5.368 -2.259 1.542
H: 5.445 -0.476 2.372
H: 3.798 0.148 0.133
H: 3.064 -0.358 1.808
H: 3.454 -3.000 0.588
H: 1.822 -1.987 0.474
H: 3.859 -1.287 -1.934
H: 3.517 -3.144 -1.749
H: 1.952 -2.123 -3.456
H: 1.354 -0.752 -2.308
H: 0.075 -3.455 -2.855
H: 0.992 -3.786 -1.223
H: -0.294 -1.882 -0.042
H: -1.535 -3.096 -0.830
H: -0.656 -0.033 -1.855
H: -1.855 1.317 -3.676
H: -2.350 2.903 -2.633
H: -3.417 2.398 -4.106
H: -3.609 2.696 -0.235
H: -5.063 3.001 -1.406
H: -6.724 1.946 0.049
H: -5.564 0.365 0.186
H: -5.303 1.841 1.337
C: -5.056 0.766 5.808
C: -6.196 0.400 4.914
O: -6.207 1.444 3.958
C: -4.947 1.969 3.930
O: -4.555 2.773 3.100
O: -4.185 1.479 4.950
H: -4.556 -0.113 6.225
H: -5.361 1.424 6.628
H: -6.033 -0.551 4.397
H: -7.148 0.356 5.450
C: -11.532 -0.991 5.028
C: -10.630 -1.126 3.845
O: -9.373 -1.421 4.425
C: -9.621 -1.964 5.653
O: -8.775 -2.490 6.357
O: -10.939 -1.845 5.988
H: -12.556 -1.306 4.809
H: -11.551 0.029 5.426
H: -10.920 -1.954 3.190
H: -10.578 -0.207 3.254

These are the Mulliken partial charges, in e, on atoms 1 to 2: -0.43, -0.47

Entry 3:
Entry from OMol25: a molecular structure, C29H25N3O3PS2W (wB97M-V/def2-TZVPD).

The calculation puts the largest force on an atom at 0.249 eV/Å. As for the charge: +1. As for the gap between HOMO and LUMO: 0.27062 Eh. The calculation puts the relative energy (zero: lowest compared OMol25 entry of this formula, charge and spin) at 0.0 kcal/mol.

CARTESIAN COORDINATES (ANGSTROEM)
W: 0.516 -0.336 0.554
C: -2.437 -0.201 -4.612
C: -2.959 -0.244 -3.326
C: -2.224 -0.815 -2.300
C: -0.965 -1.354 -2.560
C: -0.447 -1.311 -3.852
C: -1.185 -0.735 -4.876
P: -0.014 -2.027 -1.188
C: -0.498 -3.740 -0.928
C: -1.689 -4.241 -1.445
C: -2.049 -5.557 -1.197
C: -1.223 -6.372 -0.438
C: -0.031 -5.876 0.074
C: 0.333 -4.562 -0.165
C: 1.741 -1.871 -1.510
C: 2.644 -2.606 -2.282
C: 3.949 -2.160 -2.342
C: 4.348 -1.024 -1.627
C: 3.462 -0.342 -0.813
C: 2.132 -0.771 -0.730
H: -3.012 0.247 -5.412
H: -3.937 0.173 -3.124
H: -2.631 -0.836 -1.293
H: 0.536 -1.716 -4.059
H: -0.782 -0.704 -5.879
H: -2.332 -3.612 -2.048
H: -2.974 -5.947 -1.602
H: -1.505 -7.399 -0.249
H: 0.615 -6.515 0.661
H: 1.263 -4.178 0.235
H: 2.330 -3.488 -2.826
H: 4.672 -2.689 -2.949
H: 5.377 -0.694 -1.695
H: 3.808 0.506 -0.234
N: 0.101 7.120 4.419
C: -0.243 5.868 3.997
C: 0.654 4.796 4.153
C: 0.323 3.541 3.702
C: -0.903 3.326 3.077
C: -1.801 4.376 2.917
C: -1.476 5.636 3.371
S: -1.324 1.735 2.508
O: -2.664 1.769 2.001
O: -0.908 0.733 3.450
N: -0.302 1.474 1.224
C: -0.516 2.016 -0.020
S: -1.354 3.363 -0.634
C: -0.794 2.933 -2.225
C: -0.040 1.817 -2.194
N: 0.110 1.297 -0.929
H: 0.879 7.225 5.046
H: -0.615 7.821 4.494
H: 1.606 4.966 4.639
H: 1.010 2.715 3.838
H: -2.759 4.190 2.449
H: -2.178 6.451 3.252
H: -1.065 3.530 -3.078
H: 0.421 1.330 -3.038
C: 1.711 -1.004 3.651
C: 1.160 -0.967 2.289
O: 0.566 -1.957 1.731
H: 1.000 -1.498 4.314
H: 1.942 -0.008 4.014
H: 2.627 -1.601 3.620

These are the Mulliken partial charges, in e, on atoms 1 to 2: 1.20, -0.54

no.,lowest unoccupied orbital energy (Ha)
1,0.043
2,0.005
3,-0.122